No. 1
48
Properties=species:S:1:pos:R:3:nbo_charge:R:1 method="wB97M-V/def2-TZVPD" max_force_ev_per_a=4.45 lumo_ev=0.07 energy_ev=-28687.237 smiles="C=CNC/C=C/C.O.O.O.O.O.O.O.O.O.O" relative_energy_kj_mol=422.1 total_charge=0
C -0.7485 -2.7410 2.9518 -0.549
C -1.2132 -2.2119 1.8145 0.017
N -0.4836 -1.3420 0.9836 -0.672
C -1.1978 -0.5378 0.0649 -0.282
C -0.4615 0.6828 -0.1464 -0.250
C -1.0592 1.7126 -0.7136 -0.146
C -0.3068 2.9582 -0.8778 -0.657
H 0.2119 -2.6634 3.3881 0.207
H -1.4042 -3.3771 3.4506 0.205
H -2.1920 -2.6315 1.2832 0.210
H 0.4303 -1.0027 1.4198 0.397
H -1.2734 -1.2050 -0.8408 0.191
H -2.2281 -0.6117 0.3938 0.224
H 0.5028 0.6529 0.3972 0.228
H -2.0576 1.6649 -1.2538 0.198
H 0.7116 2.7685 -1.2330 0.210
H -0.6643 3.6985 -1.6451 0.219
H -0.2194 3.4871 0.1476 0.217
O -4.0823 0.1510 -0.4880 -1.025
H -3.6039 0.6341 0.2971 0.511
H -5.0899 0.3761 -0.3300 0.475
O -2.8223 1.6181 1.3569 -0.992
H -2.0010 1.1079 1.5595 0.528
H -2.7442 2.4884 1.6426 0.486
O 2.5960 0.5232 -0.5798 -1.009
H 3.1234 -0.2411 -0.6776 0.510
H 2.3119 0.7561 -1.5095 0.528
O 1.7521 0.9320 1.8447 -0.993
H 2.1106 1.8023 2.1114 0.519
H 2.1066 0.7030 0.9731 0.505
O 1.5307 -0.3737 -2.8490 -0.996
H 1.5162 -1.4327 -2.8182 0.504
H 0.7049 -0.1364 -3.1831 0.489
O 3.4836 -1.9013 -1.1445 -0.965
H 2.5908 -2.3470 -1.0659 0.496
H 3.4684 -1.7643 -2.1295 0.469
O -0.6990 0.6213 2.7968 -1.017
H -0.8352 -0.2495 3.2368 0.485
H 0.2254 0.6275 2.3229 0.505
O -2.2739 -0.2149 -3.0775 -0.979
H -2.9486 -0.9312 -3.1694 0.481
H -2.4454 0.3247 -2.2507 0.495
O 3.8084 2.5035 0.7774 -0.962
H 3.4815 1.9006 0.1599 0.482
H 3.9999 3.2552 0.3064 0.461
O 0.9802 -2.7626 -1.6177 -0.984
H 0.4763 -2.4711 -0.8422 0.521
H 0.8543 -3.7403 -1.7414 0.503

---

No. 2
13
Properties=species:S:1:pos:R:3:nbo_charge:R:1 method="wB97M-V/def2-TZVPD" max_force_ev_per_a=3.78 lumo_ev="0.01 / 0.00" energy_ev=-10174.744 smiles="NN/C=C(/N)N=O" relative_energy_kj_mol=513.1 total_charge=0
N 1.1754 0.4837 1.8463 -0.635
N 0.0628 -0.2819 1.4972 -0.395
C -0.5089 -0.3340 0.2044 0.034
C -0.0378 0.3172 -0.8658 0.108
N -0.8532 0.4498 -1.9783 -0.826
N 1.1973 0.8884 -0.8366 0.035
O 1.6065 1.2826 -1.9415 -0.404
H 1.1388 1.4409 1.5153 0.371
H 1.4062 0.3664 2.8417 0.371
H -0.6964 -0.4975 2.0749 0.368
H -1.5369 -0.7818 0.2757 0.204
H -1.4456 -0.3342 -1.9558 0.369
H -0.3480 0.7176 -2.7592 0.399